[1]
{"formula": "C2H2N4O2", "method": "wB97M-V/def2-TZVPD", "elements": ["C", "C", "H", "H", "N", "N", "N", "N", "O", "O"], "positions_angstrom": [[-1.489, -0.100, 0.000], [1.450, -0.108, -0.025], [1.379, 1.741, 0.029], [-1.180, 2.039, -0.319], [-0.655, -1.011, -0.222], [0.609, -1.250, -0.173], [0.730, 1.014, -0.166], [-0.677, 1.096, -0.111], [-2.658, -0.109, 0.325], [2.654, -0.074, 0.318]], "smiles": "O=c1nnc(=O)[nH][nH]1", "relative_energy_kj_mol": 541.2}

---

[2]
{"formula": "CH8N2S2", "method": "wB97M-V/def2-TZVPD", "elements": ["S", "S", "H", "H", "N", "C", "N", "H", "H", "H", "H", "H", "H"], "positions_angstrom": [[-1.946, 0.395, 0.282], [-0.563, 0.056, 1.764], [-1.360, 1.430, -0.426], [0.391, 0.284, 0.817], [2.326, -0.095, -0.310], [1.646, -0.910, -1.483], [0.653, -0.060, -2.082], [3.173, 0.332, -0.732], [2.574, -0.709, 0.467], [1.186, -1.787, -1.106], [2.474, -1.156, -2.161], [1.061, 0.809, -2.566], [-0.097, 0.122, -1.399]], "smiles": "NCN.SS", "relative_energy_kj_mol": 77.8}

---

[3]
{"formula": "C9H8BBrO", "method": "wB97M-V/def2-TZVPD", "elements": ["B", "C", "C", "C", "C", "C", "C", "C", "C", "C", "O", "Br", "H", "H", "H", "H", "H", "H", "H", "H"], "positions_angstrom": [[-1.653, 0.340, 0.573], [0.040, 0.433, -1.130], [1.320, 0.871, -1.146], [1.923, -0.631, 0.629], [0.731, -1.501, 0.200], [-0.411, -0.526, -0.174], [2.238, 0.373, -0.178], [0.991, -2.781, 0.121], [-1.922, -0.975, -0.187], [-1.731, 1.798, 1.012], [1.282, -3.899, 0.200], [3.882, 1.352, 0.155], [-0.838, 0.803, -1.784], [1.700, 1.741, -1.856], [2.651, -0.764, 1.373], [-2.269, -1.872, 0.370], [-2.523, -1.239, -1.151], [-1.926, 2.204, 0.017], [-0.815, 2.141, 1.472], [-2.671, 2.134, 1.483]], "smiles": "CB1C[C@@]12C=CC(Br)=CC2=C=O", "total_energy_ha": -3021.6877}

---

[4]
{"formula": "C14H27BrFN4O10P2", "method": "wB97M-V/def2-TZVPD", "elements": ["C", "C", "N", "F", "C", "N", "C", "C", "C", "O", "C", "C", "O", "N", "Br", "N", "H", "H", "H", "H", "H", "H", "H", "H", "H", "C", "O", "P", "O", "O", "C", "O", "C", "H", "H", "H", "H", "H", "H", "H", "H", "H", "C", "O", "P", "O", "O", "C", "O", "C", "H", "H", "H", "H", "H", "H", "H", "H", "H"], "positions_angstrom": [[0.225, -5.350, -2.628], [-0.996, -5.635, -2.192], [-2.300, -5.393, -1.506], [-2.381, -5.392, -0.150], [-3.409, -5.157, -2.246], [-4.636, -4.884, -1.484], [-5.569, -4.638, -2.585], [-7.053, -4.243, -2.117], [-6.966, -2.668, -1.660], [-6.122, -1.959, -2.651], [-5.494, -0.825, -1.974], [-3.866, -0.671, -1.960], [-6.172, 0.062, -1.338], [-4.966, -4.798, -3.904], [-5.872, -4.613, -5.531], [-3.630, -5.118, -3.682], [1.187, -5.097, -3.228], [-7.302, -4.910, -1.204], [-7.852, -4.283, -2.942], [-6.432, -2.619, -0.623], [-8.024, -2.200, -1.584], [-3.581, 0.411, -2.215], [-3.383, -1.340, -2.787], [-3.412, -1.008, -0.960], [-2.907, -5.291, -4.417], [0.306, 3.146, -1.317], [1.243, 2.359, -2.040], [1.302, 0.665, -1.731], [-0.224, 0.570, -1.684], [1.921, 0.967, -0.234], [3.145, 1.692, -0.160], [1.450, -1.030, -1.462], [0.748, -1.611, -0.374], [0.637, 4.187, -1.359], [-0.678, 3.079, -1.782], [0.249, 2.844, -0.269], [2.926, 2.722, 0.143], [3.669, 1.704, -1.117], [3.784, 1.234, 0.597], [-0.319, -1.679, -0.599], [0.904, -1.052, 0.550], [1.131, -2.624, -0.229], [5.174, 5.939, 2.538], [6.203, 5.007, 2.837], [5.763, 3.502, 3.553], [4.554, 3.358, 2.627], [5.354, 4.291, 4.941], [6.365, 5.055, 5.588], [5.417, 1.989, 4.297], [4.103, 1.751, 4.779], [5.632, 6.927, 2.440], [4.702, 5.684, 1.587], [4.425, 5.982, 3.331], [6.187, 6.119, 5.385], [7.364, 4.788, 5.239], [6.301, 4.890, 6.665], [3.418, 1.568, 3.949], [3.742, 2.581, 5.389], [4.131, 0.856, 5.403]], "charge": 1, "total_energy_ha": -4876.8069}

---

[5]
{"formula": "C24H27N3O6", "method": "wB97M-V/def2-TZVPD", "elements": ["C", "H", "O", "C", "C", "C", "C", "C", "C", "H", "H", "C", "O", "N", "C", "H", "C", "C", "H", "H", "C", "C", "N", "C", "N", "O", "C", "C", "C", "C", "C", "C", "H", "O", "C", "H", "H", "H", "O", "C", "H", "H", "H", "O", "C", "H", "H", "H", "H", "H", "C", "H", "H", "H", "H", "H", "H", "H", "H", "H"], "positions_angstrom": [[-4.140, -2.394, 0.613], [-3.972, -3.475, 0.651], [-3.170, -1.692, 1.358], [-1.882, -1.734, 0.935], [-1.004, -0.836, 1.544], [0.319, -0.770, 1.166], [0.819, -1.622, 0.185], [-0.062, -2.520, -0.414], [-1.392, -2.585, -0.051], [-2.041, -3.287, -0.552], [0.314, -3.164, -1.196], [2.161, -1.505, -0.449], [2.240, -1.607, -1.666], [3.291, -1.332, 0.294], [3.399, -1.119, 1.717], [4.256, -1.708, 2.069], [3.634, 0.362, 2.044], [4.780, 0.948, 1.216], [5.732, 0.531, 1.553], [4.816, 2.029, 1.360], [4.627, 0.619, -0.271], [3.395, 1.168, -0.895], [2.229, 1.296, -0.340], [1.395, 1.499, -1.406], [2.038, 1.546, -2.540], [3.346, 1.340, -2.218], [-0.046, 1.462, -1.236], [-0.780, 0.613, -2.056], [-2.119, 0.403, -1.787], [-2.763, 1.090, -0.736], [-2.016, 1.975, 0.056], [-0.655, 2.125, -0.184], [-0.053, 2.767, 0.436], [-2.670, 2.653, 1.056], [-1.916, 3.459, 1.925], [-1.148, 2.882, 2.450], [-2.630, 3.851, 2.649], [-1.445, 4.295, 1.397], [-4.090, 0.803, -0.626], [-4.801, 1.097, 0.555], [-5.778, 0.632, 0.417], [-4.313, 0.665, 1.432], [-4.928, 2.171, 0.700], [-2.911, -0.476, -2.465], [-2.324, -1.218, -3.508], [-1.975, -0.568, -4.316], [-3.112, -1.869, -3.884], [-1.488, -1.825, -3.146], [-0.266, 0.096, -2.847], [5.496, 0.959, -0.840], [4.482, -0.917, -0.411], [5.356, -1.409, 0.024], [4.380, -1.204, -1.459], [2.734, 0.930, 1.819], [3.858, 0.463, 3.107], [2.503, -1.491, 2.214], [0.942, -0.007, 1.600], [-1.396, -0.173, 2.299], [-5.095, -2.166, 1.084], [-4.155, -2.053, -0.426]], "smiles": "COc1ccc(C(=O)N2CCC[C@H](c3nc(-c4cc(OC)c(OC)c(OC)c4)no3)C2)cc1", "relative_energy_kj_mol": 394.2}

---

[6]
{"formula": "C2H4P2", "method": "wB97M-V/def2-TZVPD", "elements": ["C", "C", "P", "P", "H", "H", "H", "H"], "positions_angstrom": [[0.973, -0.704, -0.658], [0.789, -0.667, 0.673], [-1.415, 1.297, -0.440], [-1.078, 0.613, 1.410], [1.838, -1.174, -1.055], [0.301, -0.098, -1.464], [1.255, -1.016, 1.580], [-2.663, 1.749, -0.046]], "relative_energy_kj_mol": 203.7}

---

[7]
{"formula": "C2H6N3O", "method": "wB97M-V/def2-TZVPD", "elements": ["C", "C", "N", "N", "N", "O", "H", "H", "H", "H", "H", "H"], "positions_angstrom": [[-2.595, -0.191, -1.126], [-1.779, -0.391, 0.876], [-3.555, 0.170, -0.264], [-1.519, -0.661, -0.492], [1.630, 0.835, -0.079], [-3.031, 0.135, 0.903], [-2.600, -0.366, -2.208], [-1.882, -1.336, 1.389], [-0.975, 0.122, 1.462], [0.759, 0.958, -0.555], [2.188, 0.051, -0.107], [2.018, 1.697, 0.314]], "relative_energy_kj_mol": 608.7, "charge": 1}